C2Br2N2O2 | wB97M-V/def2-TZVPD

Geometry as ORCA input:
```
! RIJCOSX wB97M-V def2-TZVPD def2/J DEFGRID3
* xyz 0 1
C -1.31013 -0.66338 -0.75396
C -0.02514 -0.14817 0.41397
N -2.28370 -0.86822 -1.37520
N 1.00995 0.65375 -0.25306
O 1.62564 1.38678 0.47749
O 1.02644 0.62604 -1.47849
Br -0.84488 0.74310 1.81592
Br 0.80181 -1.72991 1.15332
*
```

E_HOMO: -11.3972 eV
ΔE to the lowest compared entry with this formula, charge and spin: 25.7 kcal per mole
energy: -5484.04172 Eh

Atom charges from the Mulliken analysis, given in e for atoms 1 to 4: number 1, C, carries 0.1984; number 2, C, carries 0.0631; number 3, N, carries -0.3447; number 4, N, carries 0.9305

C5H7N | wB97M-V/def2-TZVPD

Geometry as ORCA input:
```
! RIJCOSX wB97M-V def2-TZVPD def2/J DEFGRID3
* xyz 0 1
C -0.87049 0.33021 0.62472
C -1.18544 1.60727 0.69007
C 1.84219 -0.00848 -0.90548
C -1.19769 -1.11021 0.34205
C -0.03509 -0.65755 1.20375
N 1.48744 -0.50899 -1.93715
H -0.58488 2.26292 1.26584
H -1.98420 2.00108 0.08150
H 2.78012 0.45216 -0.46737
H -1.97675 -1.64480 0.79103
H -0.88856 -1.42765 -0.78503
H 0.51906 -0.96773 2.02735
H 2.09428 -0.32823 -2.93126
*
```

E_HOMO (alpha / beta): -7.6436 / -7.6060 eV
ΔE to the lowest compared entry with this formula, charge and spin: 166.7 kcal per mole
energy: -249.20761 Eh

Atom charges from the Mulliken analysis, given in e for atoms 1 to 4: number 1, C, carries 0.3767; number 2, C, carries -0.8105; number 3, C, carries -0.0371; number 4, C, carries -0.2782

C20H26HfIN3O2S4 | wB97M-V/def2-TZVPD

Geometry as ORCA input:
```
! RIJCOSX wB97M-V def2-TZVPD def2/J DEFGRID3
* xyz 0 1
Hf 0.78188 0.52980 -0.14512
C -2.01634 2.47093 -0.62119
C -0.94680 3.31635 0.12154
N -0.10860 2.54822 1.10272
C -0.77282 2.31958 2.43119
C -1.95055 1.32291 2.48512
S -1.55658 -0.14847 1.53301
C -2.89913 -0.20476 0.24526
C -2.52953 0.21698 -1.18851
N -1.49192 1.19096 -1.10499
H -2.76301 2.14743 0.11774
H -2.52399 3.10601 -1.36651
H -0.24911 3.73825 -0.55084
H -1.43247 4.15224 0.64355
H 0.78330 3.04609 1.24813
H 0.05343 1.96199 3.07326
H -1.10594 3.26880 2.84731
H -2.19037 1.07448 3.50246
H -2.78693 1.80397 2.03008
H -3.17628 -1.25658 0.25133
H -3.79340 0.28228 0.68839
H -2.17363 -0.65746 -1.64745
H -3.37425 0.64054 -1.70161
H -1.19760 1.41088 -2.07915
S 3.94982 2.06514 -3.44509
C 2.89332 1.68189 -2.27563
S 3.22457 0.48336 -1.03197
S 1.42445 2.50836 -1.86531
I -0.52814 -6.68102 -5.25508
C -0.41522 -4.91206 -4.12889
C -0.40103 -5.01721 -2.75610
C -0.20625 -3.89229 -1.95431
C -0.04984 -2.64664 -2.58694
C -0.03962 -2.59476 -4.01669
C -0.24627 -3.72703 -4.79329
C 0.22821 -1.40626 -1.87856
O 0.35344 -0.30200 -2.40338
O 0.25514 -1.48321 -0.59358
H -0.64822 -5.95920 -2.31802
H -0.19435 -4.00195 -0.91733
H 0.18295 -1.60968 -4.46800
H -0.26652 -3.75529 -5.90842
C 3.10569 2.42282 1.81508
C 2.31907 1.19517 2.49534
C 2.21972 1.02586 3.83186
C 1.62066 -0.23466 3.99732
C 1.48717 -0.80088 2.73581
C 0.99051 -2.17764 2.46341
N 1.75006 0.12090 1.79585
H 2.57612 2.74229 0.83849
H 4.17045 2.15019 1.58061
H 3.07376 3.26152 2.56352
H 2.46809 1.86975 4.38682
H 1.43643 -0.71096 4.94697
H 1.68387 -2.73613 1.81120
H 0.04290 -2.36884 2.03569
H 0.95971 -2.79096 3.38288
*
```

E_HOMO: -7.3297 eV
ΔE to the lowest compared entry with this formula, charge and spin: 3.1 kcal per mole
energy: -3031.05951 Eh

Atom charges from the Mulliken analysis, given in e for atoms 1 to 4: number 1, Hf, carries 0.6093; number 2, C, carries -0.6061; number 3, C, carries -1.3195; number 4, N, carries -0.2436